Entry 1:
Computed, not measured: C37H33IKN5O5S2 as an isolated structure, with ωB97M-V/def2-TZVPD.

Computed properties:
Charge: -2
Energy relative to the best compared isomer or geometry (same formula, charge and spin) in kcal/mol: 15.3
Spin multiplicity: 1
E_LUMO in eV: 3.887

Element x y z (Å)
C 1.42776 3.88725 -3.64036
C 4.77454 1.18604 -0.39664
H -1.11100 2.02957 0.80584
C 3.31507 -6.55860 0.07020
C -1.93616 0.33376 1.82382
C -5.15209 1.28358 -3.24941
C 1.33178 -5.93400 -1.17197
N 1.84187 2.80356 -3.00636
O 2.58543 -0.74719 -0.68207
O -6.68704 -0.78304 -2.67976
O -6.88350 1.20494 -1.26630
C 4.72720 1.60857 -2.75925
H 1.71416 2.17072 1.11950
H 3.70016 -5.38988 1.85617
S -6.02523 0.32426 -2.02766
C 2.48127 -6.74592 -0.99344
C -0.25839 4.22456 -2.05317
C 1.93360 -4.76022 0.84640
C 0.35265 0.37525 3.34831
H -1.29543 -5.47449 -3.26547
C 1.02040 -4.89830 -0.23881
C -3.59869 0.34471 -1.69787
C -2.86290 1.86924 -3.67612
H -3.40838 -3.40402 4.16512
H -1.81697 1.80533 -3.40163
H -6.65655 2.06099 -4.57704
K -0.24390 -1.13158 -0.54235
H -1.66207 -3.22446 4.00469
C 1.15554 2.43438 -1.89735
H 0.70036 -6.90084 -3.00081
C -2.81229 -1.75589 2.90509
C -0.60710 -0.61333 3.55817
C -3.29583 2.60945 -4.77022
N 1.46122 1.32073 -1.21052
C -3.81690 1.20563 -2.92605
N 0.12235 3.15960 -1.38127
H 1.99150 4.16098 -4.53048
C -0.91547 -4.32415 -1.46052
H 2.02221 2.36854 2.86202
H -4.96324 3.25766 -5.95602
H 6.42573 2.64977 -3.55857
C -2.86760 -2.59325 1.62081
H -1.91528 -3.10076 1.43879
H 4.19372 -7.18131 0.19776
C 0.19395 1.33992 2.36678
H -2.82040 0.32141 1.19679
O -2.45179 0.16990 -1.27462
H 8.40017 2.72324 -0.55948
H 4.30642 0.75268 0.47813
C 0.35088 4.65225 -3.22935
O 2.37524 -0.16897 -3.06702
C 6.00336 1.81745 -0.30451
C -0.12858 -4.04751 -0.35336
H -1.09834 4.77502 -1.63483
H 1.25677 0.37190 3.94973
H -3.65259 -3.34940 1.71283
C -0.63457 -5.33101 -2.41454
C 0.46865 -6.12581 -2.27649
H -1.82355 -3.74043 -1.62924
I 1.54757 -3.25934 2.27017
C -4.64967 2.67661 -5.09652
H 6.50271 1.89606 0.65534
H -0.42685 -1.36330 4.31757
H -2.57219 -2.12025 5.04975
C 3.03914 -5.54453 1.01381
N 7.84266 3.01633 -1.34645
C 1.25163 2.37101 2.08898
C 5.95973 2.23585 -2.67038
H 0.81853 3.37140 2.02833
H 0.01721 5.52473 -3.77229
H 8.38046 2.99711 -2.19869
N -4.73687 -0.14271 -1.18960
H 4.20669 1.51874 -3.70222
C -1.76122 -0.66320 2.78931
H 2.68884 -7.52236 -1.72400
C -5.60310 2.01061 -4.33315
C 6.60918 2.34524 -1.44304
C -2.59966 -2.67240 4.10680
H -2.57216 3.14081 -5.37660
S 2.55149 0.27720 -1.70424
H -3.11591 -1.98358 0.74904
C 4.13432 1.08284 -1.62310
C -0.97808 1.30783 1.60474
H -3.77664 -1.24848 3.02349

For each atom in turn, the Löwdin charge in e is:
1 C -0.167
2 C -0.054
3 H 0.102
4 C -0.123
5 C -0.059
6 C -0.220
7 C -0.193
8 N 0.121
9 O -0.388
10 O -0.343
11 O -0.346
12 C -0.067
13 H 0.052
14 H 0.069
15 S 0.596
16 C -0.072
17 C -0.174
18 C -0.633
19 C -0.066
20 H 0.085
21 C -0.287
22 C -0.533
23 C -0.002
24 H 0.071
25 H 0.113
26 H 0.111
27 K 0.656
28 H 0.064
29 C -0.459
30 H 0.090
31 C -0.372
32 C -0.092
33 C -0.083
34 N -0.110
35 C -0.131
36 N 0.126
37 H 0.097
38 C -0.190
39 H 0.067
40 H 0.090
41 H 0.101
42 C -0.058
43 H 0.049
44 H 0.085
45 C -0.275
46 H 0.105
47 O -0.083
48 H 0.073
49 H 0.115
50 C -0.101
51 O -0.320
52 C -0.044
53 C -0.185
54 H 0.101
55 H 0.103
56 H 0.079
57 C -0.120
58 C -0.089
59 H 0.072
60 I 0.925
61 C -0.099
62 H 0.103
63 H 0.085
64 H 0.072
65 C -0.193
66 N 0.068
67 C -0.053
68 C -0.044
69 H 0.075
70 H 0.077
71 H 0.072
72 N -0.052
73 H 0.104
74 C -0.206
75 H 0.095
76 C -0.053
77 C -0.338
78 C -0.095
79 H 0.095
80 S 0.531
81 H 0.067
82 C -0.277
83 C -0.053
84 H 0.137

=====

Entry 2:
Computed, not measured: C37H33IN4O3SbYb as an isolated structure in a non-equilibrium geometry, with ωB97M-V/def2-TZVPD.

Computed properties:
Expectation value of S²: 0.7508
Charge: +2
Energy relative to the best compared isomer or geometry (same formula, charge and spin) in kcal/mol: 0.0
Spin multiplicity: 2
E_LUMO (alpha / beta) in eV: -5.849 / -5.886

Element x y z (Å)
C 5.44684 -1.46486 -0.20517
C -1.61287 3.20871 -1.15234
C 0.55463 -0.54220 4.72406
H -0.93912 -5.54294 0.68722
C -2.25087 3.75338 1.42095
C 3.88995 4.95749 0.84621
C -5.37506 -2.05951 0.92743
H -4.47069 -2.67788 -2.73833
C 0.55989 0.79204 4.31755
C 3.03126 3.27466 -0.59888
C -4.76197 -2.53687 -1.67077
C 4.53375 -1.58267 -1.22002
H 0.07268 -6.46783 -1.37364
N 3.16379 0.13143 -0.29636
O -0.89965 0.20152 -1.62004
H 0.30677 1.54729 5.05832
C -2.77339 3.96626 -0.89423
C 2.01952 3.60944 1.41798
C 3.43190 -0.83034 -1.16266
H 4.67496 5.68125 1.04347
H -3.31601 4.40324 -1.73183
C 1.22466 -1.12589 2.47305
C 0.74755 1.07213 2.96028
H 2.75092 5.18497 2.64075
H -1.36045 -2.97325 -3.50687
O -1.10971 -0.54078 0.40039
H -5.67744 -1.91062 1.96167
H 3.94246 2.18090 -2.25363
Sb 0.37019 3.32718 2.74327
H 1.21802 -2.54934 4.06089
H 0.20001 -0.79681 5.74777
C -0.99726 -4.96583 -0.23963
C -1.51185 -0.59361 -0.77992
N -0.80831 2.75705 -0.18441
H 3.82318 1.17647 1.27966
H 0.87261 -2.07781 0.64706
C 2.93339 2.65798 -1.99823
H 2.72023 3.45167 -2.70204
H -4.12846 4.61980 0.66985
H 2.14088 1.91951 -1.95140
H -1.79786 2.71467 -3.14672
C -1.08207 3.10407 1.12517
H 6.35238 -2.07783 -0.09261
H 4.62265 4.48325 -1.16998
C -6.03645 -2.88361 -1.23994
C -2.47489 -1.61651 -1.39286
Yb 0.61407 0.92429 -0.16501
C 2.89778 4.64401 1.72993
C 5.21262 -0.43628 0.76096
C -3.14929 4.19900 0.42504
H -1.85615 -0.80419 -3.11851
H 1.51812 -3.17484 2.00168
C 1.62937 -2.18298 1.47228
H 4.63995 -2.45270 -1.87357
I 1.81073 -1.17863 -2.40164
C 3.95221 4.27758 -0.37529
C 4.08882 0.33981 0.66017
C -4.08010 -1.75923 0.49383
H -0.07135 -5.10570 -3.49676
H -7.28915 -2.91893 0.47792
C -1.53705 -3.64055 -0.21836
H -2.50395 4.00437 2.43489
H -1.98437 -3.36065 0.70177
C -6.30855 -2.66527 0.08616
H -0.09247 2.67108 -2.66065
H -3.38093 -1.40227 1.23408
C -1.19198 -3.48653 -2.55639
O -2.64865 -1.13974 -2.74806
C -1.04773 3.22018 -2.50839
H -6.67135 -3.38977 -1.96327
C -3.88433 -1.88557 -0.86923
H 5.93656 -0.33836 1.56456
C -1.74082 -2.93073 -1.39053
C 1.02153 -1.44631 3.77517
C -0.50415 -4.70835 -2.57818
N 1.00595 0.16097 2.03182
N 2.09427 2.94577 0.25482
H 2.66245 -2.13754 1.13463
H -0.94823 4.31833 -2.76010
C -0.41449 -5.51957 -1.38628

For each atom in turn, the Löwdin charge in e is:
1 C 0.003
2 C -0.329
3 C -0.007
4 H 0.107
5 C -0.136
6 C -0.011
7 C -0.061
8 H 0.145
9 C -0.136
10 C -0.353
11 C -0.023
12 C -0.129
13 H 0.095
14 N -0.093
15 O -0.264
16 H 0.083
17 C 0.017
18 C -0.460
19 C -0.797
20 H 0.131
21 H 0.136
22 C -0.305
23 C -0.391
24 H 0.093
25 H 0.118
26 O -0.066
27 H 0.107
28 H 0.126
29 Sb 1.605
30 H 0.160
31 H 0.143
32 C -0.053
33 C -0.499
34 N -0.067
35 H 0.105
36 H 0.062
37 C -0.020
38 H 0.096
39 H 0.133
40 H -0.019
41 H 0.110
42 C -0.428
43 H 0.138
44 H 0.122
45 C -0.048
46 C -0.299
47 Yb 1.629
48 C -0.106
49 C -0.011
50 C 0.007
51 H 0.062
52 H 0.111
53 C -0.010
54 H 0.128
55 I 1.204
56 C 0.019
57 C -0.126
58 C -0.030
59 H 0.106
60 H 0.112
61 C -0.022
62 H 0.087
63 H 0.102
64 C -0.079
65 H 0.068
66 H 0.107
67 C -0.055
68 O 0.002
69 C -0.023
70 H 0.119
71 C -0.164
72 H 0.121
73 C -0.169
74 C -0.023
75 C -0.053
76 N -0.060
77 N -0.039
78 H 0.067
79 H 0.128
80 C -0.048

=====

no.,E (eV)
1,-102692.12103
2,-97164.04646